Below is an isolated molecule of C4H6FNS in a non-equilibrium geometry, with properties calculated with the ωB97M-V functional and the def2-TZVPD basis.

Structure (XYZ):
```
13
Properties=species:S:1:pos:R:3:nbo_charge:R:1
F 1.547 1.485 0.837 -0.36
C 1.632 0.515 -0.176 0.03
C 0.473 0.681 -1.090 -0.08
C 0.112 -0.411 -2.074 -0.23
N -0.728 -0.109 -0.949 -0.40
C -1.171 -0.942 0.038 -0.09
S -1.165 -0.635 1.637 -0.06
H 1.679 -0.483 0.299 0.19
H 2.512 0.730 -0.772 0.18
H 0.327 1.714 -1.344 0.22
H 0.774 -1.265 -2.026 0.19
H -0.215 -0.285 -3.086 0.21
H -1.543 -1.914 -0.331 0.20
```

Its LUMO energy is 0.33 eV. Its HOMO energy is -8.58 eV. As for the spin multiplicity: 1. The relative energy (zero: lowest compared OMol25 entry of this formula, charge and spin) is 177.1 kJ/mol. The calculation puts the maximum force at 1.02 eV/Å.



Below is a structure of composition C38H25BrF6N6O7S4Zr in a non-equilibrium geometry, with properties calculated with the ωB97M-V functional and the def2-TZVPD basis.

Structure (XYZ):
```
88
Properties=species:S:1:pos:R:3:lowdin_charge:R:1
Zr 0.643 0.049 -0.008 1.82
Br 3.411 -3.106 6.231 0.73
C 3.055 -2.161 4.630 -0.69
C 3.468 -0.831 4.509 -0.10
C 3.222 -0.127 3.353 0.02
C 2.528 -0.728 2.292 -0.36
O 2.285 -0.064 1.193 -0.28
C 2.124 -2.069 2.418 -0.16
C 1.559 -2.768 1.305 -0.08
N 1.093 -2.239 0.222 -0.03
C 0.886 -3.086 -0.921 -0.20
C 1.220 -4.416 -0.991 0.00
C 0.952 -5.181 -2.144 -0.05
C 0.380 -4.607 -3.241 -0.02
C 0.077 -3.228 -3.231 -0.13
C -0.464 -2.563 -4.356 0.01
C -0.696 -1.225 -4.301 0.00
C -0.384 -0.534 -3.111 -0.09
N 0.104 -1.128 -2.049 0.01
C 0.340 -2.467 -2.079 -0.16
C 2.411 -2.783 3.593 -0.07
H 3.988 -0.359 5.333 0.11
H 3.536 0.902 3.241 0.13
H 1.584 -3.852 1.397 0.13
H 1.718 -4.913 -0.172 0.11
H 1.221 -6.228 -2.150 0.11
H 0.178 -5.182 -4.136 0.12
H -0.674 -3.134 -5.252 0.12
H -1.097 -0.673 -5.138 0.12
H -0.546 0.534 -3.042 0.10
H 2.114 -3.822 3.673 0.11
S -0.677 -0.438 2.205 0.72
C 0.036 1.032 2.785 -0.73
C 0.022 1.504 4.102 -0.08
C 0.627 2.713 4.365 -0.06
C 1.234 3.423 3.326 -0.05
C 1.200 2.895 2.055 -0.11
N 0.607 1.725 1.795 -0.09
H -0.452 0.912 4.873 0.11
H 0.635 3.109 5.372 0.11
H 1.712 4.378 3.497 0.10
H 1.632 3.408 1.208 0.10
F 5.292 -1.098 0.102 0.15
C 5.142 -0.045 -0.699 -0.68
F 6.308 0.234 -1.272 0.15
F 4.763 0.997 0.030 0.14
S 3.893 -0.443 -1.993 0.63
O 2.707 -0.830 -1.261 -0.36
O 4.511 -1.442 -2.798 -0.24
N 3.751 0.935 -2.729 -0.26
S 2.430 1.767 -2.776 0.64
O 1.969 2.041 -4.093 -0.22
O 1.425 1.299 -1.832 -0.44
C 2.964 3.387 -2.087 -0.68
F 1.986 4.266 -2.231 0.16
F 3.252 3.258 -0.790 0.14
F 4.043 3.823 -2.726 0.16
O -1.614 2.958 -2.298 -0.29
S -1.307 2.539 -0.954 0.59
O 0.005 2.870 -0.452 -0.35
N -1.436 0.954 -0.714 -0.25
C -2.630 0.319 -1.061 -0.26
C -3.695 0.910 -1.714 -0.01
C -4.887 0.203 -1.965 -0.06
C -5.043 -1.092 -1.571 -0.05
C -3.976 -1.740 -0.912 -0.15
C -4.077 -3.069 -0.447 -0.01
C -3.031 -3.634 0.217 -0.03
C -1.856 -2.876 0.376 -0.15
N -1.705 -1.656 -0.074 0.01
C -2.763 -1.052 -0.679 -0.16
C -2.506 3.290 0.118 -0.27
C -3.085 4.491 -0.265 -0.05
C -3.969 5.119 0.600 -0.07
C -4.270 4.540 1.826 -0.08
C -3.692 3.332 2.192 -0.06
C -2.802 2.700 1.337 -0.05
H -3.627 1.930 -2.057 0.10
H -5.693 0.715 -2.475 0.11
H -5.966 -1.631 -1.746 0.11
H -4.998 -3.616 -0.613 0.12
H -3.080 -4.639 0.611 0.11
H -1.013 -3.309 0.899 0.10
H -2.845 4.916 -1.231 0.12
H -4.426 6.057 0.314 0.11
H -4.965 5.030 2.496 0.10
H -3.938 2.877 3.142 0.11
H -2.357 1.747 1.602 0.08
```

Its LUMO energy is -1.17 eV. Its HOMO energy is -7.86 eV. As for the spin multiplicity: 1. The relative energy (zero: lowest compared OMol25 entry of this formula, charge and spin) is 83.1 kJ/mol. The calculation puts the maximum force at 1.10 eV/Å.



Below is a cluster of 11 separate species, C29H75N5O22 in total in a non-equilibrium geometry, with properties calculated with the ωB97M-V functional and the def2-TZVPD basis.

Structure (XYZ):
```
131
Properties=species:S:1:pos:R:3:lowdin_spin:R:1
C 0.018 -4.214 -2.380 0.00
N 1.069 -5.107 -3.012 0.00
O 0.602 -6.077 -3.636 0.00
O 2.299 -4.922 -2.728 0.00
H -0.915 -4.134 -2.938 0.00
H 0.470 -3.263 -2.095 0.00
H -0.160 -4.682 -1.412 0.00
C -0.283 5.219 0.751 0.00
N -1.127 5.579 1.963 0.00
O -2.264 5.120 1.987 0.00
O -0.621 6.175 2.845 0.00
H 0.720 5.595 0.955 0.00
H -0.668 5.871 -0.032 0.00
H -0.030 4.186 0.509 0.00
C -4.161 0.301 -3.480 0.00
N -3.000 -0.639 -3.450 0.00
O -1.849 -0.129 -3.466 0.00
O -3.224 -1.803 -3.404 0.00
H -3.911 1.328 -3.215 0.00
H -4.954 -0.104 -2.850 0.00
H -4.581 0.182 -4.479 0.00
C -0.385 -0.103 -0.858 0.00
N -0.046 1.235 -0.325 0.01
O -0.340 2.187 -1.042 0.01
O 0.462 1.242 0.810 0.00
H -0.228 -0.130 -1.936 0.00
H -1.399 -0.288 -0.504 0.00
H 0.284 -0.867 -0.462 0.00
C 4.725 -2.611 -1.710 0.02
N 3.660 -1.626 -2.175 0.41
O 4.038 -0.672 -2.852 0.25
O 2.490 -1.805 -1.820 0.22
H 5.251 -2.977 -2.592 0.01
H 4.334 -3.406 -1.075 0.00
H 5.278 -2.188 -0.870 0.02
C 1.455 1.583 -4.329 0.00
O 2.449 2.237 -5.136 0.00
C 2.042 3.313 -5.951 0.00
C 1.615 2.805 -7.294 0.00
O 2.739 2.302 -7.975 0.00
C 2.438 1.754 -9.299 0.00
H 0.722 1.045 -4.930 0.00
H 0.876 2.235 -3.675 0.00
H 2.069 0.945 -3.693 0.00
H 2.881 4.001 -6.055 0.00
H 1.149 3.864 -5.654 0.00
H 1.158 3.597 -7.886 0.00
H 0.891 2.003 -7.148 0.00
H 3.333 1.601 -9.902 0.00
H 1.913 2.362 -10.036 0.00
H 1.981 0.774 -9.164 0.00
C 0.538 -6.785 3.750 0.00
O 0.800 -5.418 3.569 0.00
C 1.859 -5.107 2.679 0.00
C 1.360 -4.863 1.223 0.00
O 0.785 -3.628 0.957 0.00
C -0.255 -3.321 1.814 0.00
H -0.283 -6.830 4.466 0.00
H 1.370 -7.207 4.314 0.00
H 0.462 -7.278 2.781 0.00
H 2.544 -5.943 2.542 0.00
H 2.500 -4.336 3.106 0.00
H 0.677 -5.649 0.902 0.00
H 2.255 -4.839 0.601 0.00
H -0.604 -2.338 1.496 0.00
H -0.018 -3.187 2.869 0.00
H -1.131 -3.965 1.737 0.00
C -3.714 -5.969 -0.533 0.00
O -3.017 -4.742 -0.719 0.00
C -3.622 -3.603 -0.182 0.00
C -4.107 -3.748 1.348 0.00
O -5.285 -4.523 1.365 0.00
C -5.541 -5.232 2.616 0.00
H -3.759 -6.167 0.538 0.00
H -3.331 -6.845 -1.058 0.00
H -4.753 -5.851 -0.842 0.00
H -4.420 -3.205 -0.810 0.00
H -2.817 -2.868 -0.158 0.00
H -4.409 -2.751 1.670 0.00
H -3.401 -3.864 2.170 0.00
H -4.825 -6.054 2.602 0.00
H -6.466 -5.808 2.604 0.00
H -5.449 -4.589 3.492 0.00
C 0.482 1.856 7.399 0.00
O 1.417 2.396 6.420 0.00
C 0.918 2.624 5.066 0.00
C 1.809 1.986 3.968 0.00
O 2.055 0.598 4.250 0.00
C 2.993 -0.009 3.290 0.00
H 0.295 0.812 7.147 0.00
H -0.497 2.334 7.355 0.00
H 0.777 1.894 8.447 0.00
H 0.657 3.670 4.910 0.00
H 0.041 1.994 4.916 0.00
H 2.702 2.608 3.919 0.00
H 1.496 2.250 2.958 0.00
H 2.754 0.011 2.227 0.00
H 3.114 -1.070 3.508 0.00
H 4.023 0.341 3.357 0.00
C -5.273 -0.342 0.388 0.00
O -4.014 -0.141 0.954 0.00
C -3.984 1.027 1.710 0.00
C -3.645 2.338 1.032 0.00
O -4.682 2.699 0.118 0.00
C -4.731 4.065 -0.101 0.00
H -5.366 -1.280 -0.158 0.00
H -5.572 0.447 -0.301 0.00
H -5.974 -0.457 1.215 0.00
H -3.144 0.794 2.365 0.00
H -4.812 1.198 2.398 0.00
H -2.668 2.316 0.550 0.00
H -3.533 3.126 1.778 0.00
H -3.908 4.349 -0.757 0.00
H -4.817 4.696 0.784 0.00
H -5.633 4.131 -0.708 0.00
C 2.870 5.252 2.555 0.00
O 2.578 4.164 1.617 0.00
C 3.599 3.418 0.989 0.00
C 4.537 4.282 0.179 0.00
O 5.510 4.985 0.949 0.00
C 6.629 5.374 0.182 0.00
H 3.641 5.902 2.139 0.00
H 3.326 4.807 3.439 0.00
H 1.947 5.686 2.938 0.00
H 2.944 2.845 0.332 0.00
H 4.241 2.813 1.628 0.00
H 3.948 4.932 -0.469 0.00
H 4.956 3.504 -0.459 0.00
H 7.424 5.888 0.722 0.00
H 6.241 5.970 -0.644 0.00
H 7.125 4.533 -0.303 0.00
```

Its total charge is -1. Its LUMO energy (alpha / beta) is 1.92 / 1.93 eV. Its expectation value of S² is 0.75. Its HOMO energy (alpha / beta) is -0.52 / -4.47 eV. As for the spin multiplicity: 2. The calculation puts the maximum force at 4.87 eV/Å.



Q: maximum force of number 2 (C38H25BrF6N6O7S4Zr)?
A: 1.10 eV/Å